Entry 1:
Here is a structure of composition C25H35N5OPTl from the OMol25 dataset. Energies are from ωB97M-V/def2-TZVPD.

As for the gap between HOMO and LUMO (spin up / spin down): 2.00 / 2.87 eV. The HOMO energy (spin up / spin down) comes out at -11.96 / -12.26 eV. For the maximum force, the calculation gives 5.328 eV Å⁻¹. The calculation puts the total energy at -49944.0025 eV. The energy relative to the best compared isomer or geometry (same formula, charge and spin) is 4.163 eV. Its charge is +2.

Element x y z (Å)
Tl (-0.1800, -0.8614, -0.9673)
N (-5.9239, 1.6067, -4.1261)
C (-4.6282, 0.7758, -4.1507)
C (-3.4735, 1.6445, -3.7506)
N (-3.5815, 2.4408, -2.5173)
C (-2.6485, 3.5034, -2.3096)
C (-2.8462, 4.2853, -0.9015)
N (-4.2977, 4.3393, -0.3154)
C (-4.7480, 2.5185, -1.7746)
C (-4.6172, 1.6754, -0.5215)
N (-5.4106, 0.4767, -0.6514)
H (-5.6991, 2.2327, -4.9347)
H (-6.7021, 0.9413, -4.5492)
H (-4.2589, 0.5806, -5.1240)
H (-4.8280, -0.0400, -3.4333)
H (-3.3559, 2.4776, -4.4882)
H (-2.4574, 1.1666, -3.7350)
H (-2.6450, 4.2256, -3.2043)
H (-1.6330, 3.1451, -2.2073)
H (-2.5366, 5.2807, -1.1894)
H (-2.1168, 3.7840, -0.2406)
H (-4.3295, 4.5134, 0.7447)
H (-4.7813, 5.1543, -1.1188)
H (-5.6438, 2.2495, -2.3807)
H (-5.0461, 3.5405, -1.3728)
H (-4.7832, 2.3302, 0.3427)
H (-3.5396, 1.4352, -0.4355)
H (-6.0457, 0.5106, 0.1556)
H (-4.9445, -0.4760, -0.5562)
O (2.6225, -4.3043, -2.0083)
N (1.6228, -4.8532, -1.1304)
C (2.0052, -4.7111, 0.1127)
C (3.1732, -4.4923, 1.0708)
C (3.9472, -5.5754, 1.4279)
C (5.0506, -5.4611, 2.3340)
C (5.3982, -4.1407, 2.4849)
C (4.6449, -2.9211, 2.3500)
C (3.4269, -3.0242, 1.6439)
P (2.3373, -1.7374, 0.9905)
C (3.4669, -0.4079, 0.5153)
C (3.7996, -0.1346, -0.8344)
C (4.5075, 1.0284, -1.1466)
C (4.8041, 1.9178, -0.0837)
C (4.6748, 1.5692, 1.2590)
C (4.1486, 0.3440, 1.5281)
C (1.3998, -1.0874, 2.4819)
C (1.3612, -1.8476, 3.6953)
C (1.0442, -1.2694, 4.9380)
C (0.8767, 0.0995, 5.0238)
C (0.7940, 0.8664, 3.8444)
C (0.9668, 0.2698, 2.5918)
H (3.0513, -5.0135, -2.5233)
H (1.2147, -5.1025, 0.8020)
H (3.7407, -6.5505, 0.9713)
H (5.6474, -6.2531, 2.8025)
H (6.3948, -4.0754, 2.9073)
H (4.9825, -2.0739, 2.9694)
H (3.2607, -0.7412, -1.5562)
H (4.7646, 1.3084, -2.1698)
H (5.2238, 2.8879, -0.3847)
H (4.9742, 2.2648, 2.0427)
H (3.9738, -0.0059, 2.5427)
H (1.7509, -2.8584, 3.6295)
H (1.0198, -1.9234, 5.8173)
H (0.8973, 0.6019, 5.9954)
H (0.6119, 1.9465, 3.8227)
H (0.8682, 0.8791, 1.6696)
H (-0.7480, -0.8750, -2.7142)

Mulliken atomic charge list, values in e, 4 entries: Tl 0.94; N -0.69; C -0.77; C -0.57

***

Entry 2:
Here is the molecule C25H35N7O2 from the OMol25 dataset. Energies are from ωB97M-V/def2-TZVPD.

As for the gap between HOMO and LUMO: 8.67 eV. The HOMO energy comes out at -8.03 eV. The structure (SMILES) is Cc1ccc(-n2nc3c(=O)n(CCCC(=O)NCCN4CCN(C)CC4)nc(C)c3c2C)cc1. For the maximum force, the calculation gives 1.277 eV Å⁻¹. The calculation puts the total energy at -41019.3508 eV. The energy relative to the best compared isomer or geometry (same formula, charge and spin) is 0.122 eV. Its charge is 0.

Element x y z (Å)
C (-4.6645, -5.3154, 0.2372)
C (-4.1693, -3.9150, 0.0487)
C (-5.0161, -2.9055, -0.3887)
C (-4.5605, -1.6092, -0.5490)
C (-3.2379, -1.3039, -0.2556)
N (-2.7320, -0.0020, -0.4087)
N (-1.5236, 0.1485, -0.9509)
C (-1.2985, 1.4529, -0.9651)
C (-0.0943, 2.1390, -1.3901)
O (0.9130, 1.6334, -1.8631)
N (-0.1800, 3.4973, -1.1805)
C (0.9915, 4.3181, -1.4152)
C (2.1115, 4.0212, -0.4109)
C (1.5982, 3.9360, 1.0307)
C (0.8581, 2.6352, 1.3338)
O (-0.2877, 2.6025, 1.7480)
N (1.6078, 1.5351, 1.1603)
C (1.1014, 0.1849, 1.2228)
C (2.2773, -0.7703, 1.4371)
N (3.3902, -0.4086, 0.5729)
C (3.1775, -0.6338, -0.8501)
C (3.2660, -2.1099, -1.2432)
N (4.5611, -2.6425, -0.8525)
C (4.7368, -4.0103, -1.2821)
C (4.7544, -2.4939, 0.5778)
C (4.6524, -1.0122, 0.9553)
N (-1.2212, 4.1774, -0.6810)
C (-2.2944, 3.5809, -0.2914)
C (-3.3850, 4.4298, 0.2717)
C (-2.3919, 2.1604, -0.3972)
C (-3.3046, 1.1733, -0.0422)
C (-4.5985, 1.2763, 0.6775)
C (-2.3728, -2.3093, 0.1632)
C (-2.8397, -3.5987, 0.3125)
H (-4.7009, -5.5599, 1.2988)
H (-5.6619, -5.4365, -0.1772)
H (-3.9950, -6.0258, -0.2440)
H (-6.0466, -3.1348, -0.6179)
H (-5.2257, -0.8476, -0.9247)
H (0.6552, 5.3521, -1.3257)
H (1.3556, 4.1294, -2.4291)
H (2.5926, 3.0852, -0.6967)
H (2.8518, 4.8199, -0.4881)
H (2.4432, 4.0037, 1.7195)
H (0.9157, 4.7628, 1.2348)
H (2.5344, 1.5872, 0.7602)
H (0.5752, -0.0620, 0.2931)
H (0.3872, 0.1149, 2.0478)
H (2.6319, -0.6723, 2.4676)
H (1.9208, -1.8024, 1.2981)
H (2.2213, -0.2129, -1.1594)
H (3.9708, -0.0938, -1.3753)
H (3.1680, -2.1985, -2.3270)
H (2.4387, -2.6797, -0.7802)
H (5.7392, -4.3425, -1.0136)
H (4.6308, -4.0585, -2.3650)
H (4.0058, -4.7001, -0.8274)
H (5.7498, -2.8660, 0.8343)
H (4.0128, -3.0804, 1.1538)
H (4.8012, -0.8898, 2.0309)
H (5.4428, -0.4689, 0.4289)
H (-4.3390, 4.1937, -0.1954)
H (-3.1449, 5.4762, 0.1085)
H (-3.4653, 4.2523, 1.3430)
H (-4.8322, 0.3419, 1.1838)
H (-4.5360, 2.0706, 1.4171)
H (-5.4140, 1.5161, -0.0068)
H (-1.3423, -2.0594, 0.3604)
H (-2.1657, -4.3763, 0.6409)

Mulliken atomic charge list, values in e, 4 entries: C -1.39; C 0.95; C -1.02; C -0.23

***

Entry 3:
Here is a structure of composition C25H36AlN10OPS2 from the OMol25 dataset. Energies are from ωB97M-V/def2-TZVPD.

As for the gap between HOMO and LUMO: 8.30 eV. The HOMO energy comes out at -18.49 eV. For the maximum force, the calculation gives 0.966 eV Å⁻¹. The calculation puts the total energy at -80982.9049 eV. The energy relative to the best compared isomer or geometry (same formula, charge and spin) is 0.919 eV. Its charge is +4.

Element x y z (Å)
Al (0.3021, 0.0842, 0.4116)
N (3.1227, 0.2658, -1.8686)
C (3.2530, 0.2138, -0.5404)
N (2.2349, 0.2309, 0.3226)
C (2.7131, 0.1855, 1.6468)
C (4.0516, 0.1138, 1.7600)
S (4.8016, 0.1142, 0.2109)
C (1.7168, 0.2185, 2.7041)
C (1.9141, 0.1970, 4.0353)
S (0.4168, 0.2314, 4.8862)
C (-0.4342, 0.2594, 3.3953)
N (0.3582, 0.2544, 2.3187)
N (-1.7772, 0.2278, 3.3350)
H (2.2234, 0.3439, -2.3061)
H (3.9383, 0.2721, -2.4612)
H (4.6558, 0.0605, 2.6518)
H (2.8457, 0.1751, 4.5787)
H (-2.2981, 0.2632, 4.1996)
H (-2.2490, 0.5656, 2.5136)
O (-0.1766, 1.4957, -0.4717)
C (-0.0784, 2.6326, -1.0604)
C (-0.2820, 2.7774, -2.5247)
C (-1.6175, 3.6003, -2.6485)
C (-2.5592, 3.5877, -1.4082)
C (-2.2319, 4.5353, -0.2280)
C (-1.0489, 4.0557, 0.6307)
N (-0.0105, 3.7456, -0.3727)
H (-0.3604, 1.8018, -3.0022)
H (0.5366, 3.3226, -2.9987)
H (-2.1660, 3.1849, -3.4939)
H (-1.3929, 4.6332, -2.9154)
H (-2.6478, 2.5594, -1.0263)
H (-3.5443, 3.8835, -1.7701)
H (-3.1132, 4.6374, 0.4073)
H (-2.0115, 5.5323, -0.6178)
H (-1.2884, 3.1490, 1.1853)
H (-0.7018, 4.8219, 1.3187)
H (0.1920, 4.5649, -0.9375)
C (-5.5166, -0.3073, -1.8978)
N (-4.3732, -1.0941, -2.5626)
C (-4.5084, -2.5722, -2.1470)
N (-4.5309, -2.6801, -0.7343)
C (-5.6406, -1.9219, -0.1599)
N (-5.4923, -0.5086, -0.4957)
C (-4.3832, 0.1237, 0.1871)
P (-2.7176, -0.6207, -0.3078)
C (-3.0399, -0.5529, -2.1688)
C (-3.2564, -2.4156, -0.0977)
H (-6.4528, -0.6715, -2.3213)
H (-5.3953, 0.7462, -2.1520)
H (-4.4809, -1.0289, -3.5783)
H (-3.6627, -3.1140, -2.5715)
H (-5.4358, -2.9484, -2.5792)
H (-5.6522, -2.0459, 0.9215)
H (-6.5843, -2.2979, -0.5552)
H (-4.5190, -0.0130, 1.2624)
H (-4.3877, 1.1962, -0.0182)
H (-2.2646, -1.1177, -2.6898)
H (-2.9805, 0.4895, -2.4902)
H (-3.3308, -2.6377, 0.9691)
H (-2.4953, -3.0769, -0.5217)
N (0.3564, -3.9215, 0.7415)
C (0.1715, -2.6686, 1.1357)
N (0.2160, -1.8133, 0.1085)
C (0.4464, -2.5935, -1.0320)
C (0.5515, -2.2499, -2.3791)
C (0.7506, -3.2751, -3.2829)
C (0.8613, -4.6116, -2.8669)
C (0.7606, -4.9674, -1.5371)
C (0.5396, -3.9322, -0.6350)
H (0.3847, -4.7354, 1.3429)
H (-0.0041, -2.3793, 2.1596)
H (0.4836, -1.2141, -2.6971)
H (0.8317, -3.0515, -4.3384)
H (1.0323, -5.3798, -3.6087)
H (0.8526, -5.9961, -1.2141)

Mulliken atomic charge list, values in e, 4 entries: Al -2.43; N -0.28; C 0.58; N 0.64

***

Which of these has the highest charge? C25H36AlN10OPS2

***

The highest maximum force belongs to which entry? C25H35N5OPTl

***

The highest maximum force belongs to which entry? C25H35N5OPTl